(1)
The following is a DFT calculation (ωB97M-V with the def2-TZVPD basis set) of a structure of composition C34H82CdCrF5N8O9.

Cartesian coordinates (Å):
Cr  -18.405  8.363  -33.071
Cd  -16.925  11.735  -31.436
F  -17.435  9.689  -31.788
F  -18.870  12.245  -31.097
F  -16.682  8.168  -34.163
F  -19.075  10.051  -34.144
F  -20.070  8.279  -31.754
C  -19.177  16.223  -37.140
C  -19.627  14.780  -36.938
C  -18.971  13.764  -37.868
O  -19.650  13.696  -39.143
C  -20.907  13.026  -39.122
N  -19.298  14.414  -35.529
H  -19.650  16.837  -36.373
H  -19.535  16.531  -38.122
H  -18.097  16.198  -36.994
H  -20.709  14.649  -36.970
H  -19.059  12.750  -37.476
H  -17.955  14.078  -38.107
H  -21.586  13.446  -38.381
H  -20.876  11.974  -38.837
H  -21.339  13.115  -40.119
H  -19.630  15.134  -34.904
H  -19.858  13.585  -35.392
C  -15.458  6.539  -31.525
C  -16.693  5.767  -32.208
C  -16.796  4.226  -31.828
O  -15.830  3.475  -32.652
C  -16.195  2.822  -33.791
N  -17.950  6.473  -31.998
H  -15.704  6.831  -30.504
H  -15.393  7.474  -32.081
H  -14.537  5.956  -31.503
H  -16.401  5.825  -33.256
H  -17.790  3.785  -31.897
H  -16.614  4.246  -30.754
H  -15.305  2.240  -34.029
H  -16.588  3.482  -34.564
H  -17.066  2.309  -33.382
H  -18.086  6.481  -30.997
H  -18.733  5.900  -32.279
C  -23.097  3.496  -35.692
C  -22.704  4.707  -34.917
C  -23.445  5.951  -35.434
O  -23.213  7.022  -34.539
C  -23.558  8.296  -35.096
N  -22.929  4.617  -33.485
H  -23.236  3.709  -36.752
H  -24.013  3.189  -35.187
H  -22.215  2.857  -35.661
H  -21.623  4.821  -35.008
H  -24.527  5.825  -35.484
H  -22.957  6.209  -36.374
H  -23.070  9.135  -34.599
H  -24.629  8.486  -35.164
H  -23.244  8.336  -36.139
H  -22.499  5.525  -33.382
H  -23.879  4.924  -33.332
C  -15.780  13.863  -34.261
C  -16.125  12.311  -34.243
C  -15.147  11.393  -33.482
O  -15.083  11.470  -32.060
C  -14.072  10.511  -31.529
N  -17.465  12.217  -33.578
H  -14.823  13.943  -34.776
H  -15.749  14.346  -33.284
H  -16.431  14.402  -34.949
H  -16.176  11.953  -35.271
H  -14.120  11.354  -33.845
H  -15.454  10.348  -33.541
H  -14.261  10.276  -30.481
H  -13.145  11.046  -31.733
H  -13.986  9.508  -31.948
H  -18.071  12.979  -33.848
H  -18.052  11.413  -33.745
C  -21.003  12.073  -27.872
C  -21.382  10.756  -28.563
C  -22.451  10.810  -29.714
O  -22.703  9.444  -30.120
C  -23.188  9.515  -31.498
N  -20.120  10.130  -29.026
H  -20.329  11.984  -27.021
H  -21.926  12.554  -27.547
H  -20.626  12.747  -28.642
H  -21.884  10.244  -27.742
H  -21.996  11.489  -30.435
H  -23.410  11.250  -29.443
H  -23.987  10.256  -31.485
H  -23.637  8.551  -31.736
H  -22.364  9.731  -32.178
H  -19.768  10.673  -29.801
H  -19.416  10.189  -28.303
C  -21.956  12.938  -33.219
C  -22.260  12.227  -34.556
C  -23.385  13.000  -35.235
O  -23.690  12.489  -36.598
C  -24.790  11.662  -36.618
N  -21.083  12.033  -35.304
H  -20.907  12.889  -32.926
H  -22.694  12.651  -32.471
H  -21.955  14.004  -33.446
H  -22.605  11.271  -34.162
H  -22.969  13.966  -35.519
H  -24.270  13.195  -34.630
H  -24.492  10.639  -36.393
H  -25.104  11.709  -37.661
H  -25.587  12.108  -36.022
H  -20.597  11.212  -34.973
H  -21.428  11.798  -36.223
C  -19.176  7.677  -36.620
C  -19.401  6.512  -35.644
C  -18.188  5.477  -35.744
O  -18.118  4.695  -36.882
C  -19.121  3.758  -37.066
N  -19.618  7.127  -34.342
H  -18.346  8.323  -36.336
H  -20.097  8.235  -36.789
H  -18.898  7.299  -37.604
H  -20.390  6.145  -35.918
H  -17.984  4.976  -34.797
H  -17.361  6.186  -35.777
H  -18.941  2.909  -37.726
H  -19.940  4.394  -37.400
H  -19.450  3.304  -36.131
H  -19.895  6.268  -33.888
H  -20.467  7.594  -34.626
C  -17.423  10.861  -39.162
C  -16.761  11.434  -38.058
C  -15.819  12.414  -38.186
C  -15.502  12.912  -39.468
C  -16.003  12.286  -40.537
C  -16.978  11.298  -40.403
N  -14.566  14.093  -39.552
O  -14.053  14.357  -40.661
O  -14.328  14.822  -38.655
H  -18.280  10.267  -38.882
H  -17.062  11.090  -37.079
H  -15.550  12.939  -37.282
H  -15.728  12.757  -41.469
H  -17.540  10.983  -41.270

## Properties
Strongest force on any atom, eV Å⁻¹: 5.3
LUMO energy (alpha / beta), eV: -0.35 / -0.35
E, eV: -113502.5752
HOMO energy (alpha / beta), eV: -7.67 / -7.67
Spin multiplicity: 4
<S²>: 3.776
HOMO-LUMO gap (alpha / beta), eV: 7.3 / 7.3

(2)
The following is a DFT calculation (ωB97M-V with the def2-TZVPD basis set) of the molecule C21H29N3O2.

Cartesian coordinates (Å):
C  -1.277  0.322  5.887
C  -1.307  0.918  4.486
C  -0.741  -0.060  3.452
N  -0.749  0.502  2.131
C  -1.767  0.518  1.248
C  -1.343  1.227  0.145
C  -2.077  1.448  -1.137
N  -1.312  0.933  -2.265
C  -1.991  1.090  -3.537
C  -1.057  0.705  -4.686
C  -0.507  -0.710  -4.514
C  0.133  -0.801  -3.134
C  0.739  -2.143  -2.775
O  0.657  -3.131  -3.462
C  1.340  -2.121  -1.409
C  0.922  -3.078  -0.484
C  1.294  -2.955  0.840
C  2.090  -1.905  1.264
C  2.561  -0.978  0.338
O  3.378  0.067  0.624
C  3.550  0.435  1.975
C  2.178  -1.096  -0.996
C  -0.930  -0.450  -2.087
C  -0.020  1.611  0.464
C  0.919  2.389  -0.385
N  0.309  1.165  1.665
H  -1.871  -0.589  5.929
H  -1.682  1.028  6.607
H  -0.258  0.082  6.178
H  -2.333  1.172  4.213
H  -0.716  1.835  4.458
H  0.295  -0.301  3.700
H  -1.329  -0.983  3.446
H  -2.699  0.030  1.453
H  -2.227  2.520  -1.308
H  -3.072  0.971  -1.064
H  -2.291  2.137  -3.643
H  -2.905  0.468  -3.580
H  -1.599  0.789  -5.630
H  -0.224  1.411  -4.708
H  0.224  -0.933  -5.292
H  -1.312  -1.445  -4.592
H  0.919  -0.045  -3.055
H  0.284  -3.884  -0.811
H  0.951  -3.682  1.562
H  2.347  -1.823  2.308
H  2.583  0.678  2.425
H  4.177  1.324  1.958
H  4.056  -0.349  2.547
H  2.558  -0.365  -1.691
H  -0.523  -0.573  -1.083
H  -1.793  -1.134  -2.195
H  0.833  3.453  -0.164
H  1.942  2.079  -0.187
H  0.673  2.228  -1.431

## Properties
Strongest force on any atom, eV Å⁻¹: 0.7
LUMO energy, eV: 0.73
E, eV: -30812.7715
HOMO energy, eV: -8.52
Spin multiplicity: 1
HOMO-LUMO gap, eV: 9.3
SMILES: CCCn1cc(CN2CCC[C@H](C(=O)c3cccc(OC)c3)C2)c(C)n1
Relative energy (zero: lowest compared OMol25 entry of this formula, charge and spin), kJ/mol: 262.49

(3)
The following is a DFT calculation (ωB97M-V with the def2-TZVPD basis set) of the ion C9H7N2O3S with charge -1.

Cartesian coordinates (Å):
O  0.987  3.430  -1.060
C  0.497  2.629  -0.333
O  0.094  2.515  0.780
C  0.461  1.057  -1.132
C  1.509  0.341  -0.483
C  1.679  -0.191  0.806
C  3.035  -0.574  1.068
C  3.900  -0.397  0.012
S  3.065  0.274  -1.348
N  -1.099  0.408  -0.844
C  -1.848  0.577  0.288
C  -3.099  0.108  0.110
N  -3.088  -0.429  -1.204
C  -1.829  -0.168  -1.800
O  -1.551  -0.463  -2.945
H  0.529  1.132  -2.254
H  0.989  -0.081  1.615
H  3.362  -0.756  2.019
H  4.944  -0.283  0.002
H  -1.376  0.884  1.295
H  -3.897  -0.033  0.763
H  -3.922  -0.738  -1.683

## Properties
Strongest force on any atom, eV Å⁻¹: 4.1
LUMO energy, eV: 3.12
E, eV: -29405.0878
HOMO energy, eV: -4.07
Spin multiplicity: 1
HOMO-LUMO gap, eV: 7.2
SMILES: O=C([O-])[C@@H](c1cccs1)n1cc[nH]c1=O
Relative energy (zero: lowest compared OMol25 entry of this formula, charge and spin), kJ/mol: 0.00
Total charge: -1

(4)
The following is a DFT calculation (ωB97M-V with the def2-TZVPD basis set) of a cluster of 2 separate species, C6H12O in total.

Cartesian coordinates (Å):
C  1.301  0.377  -1.940
C  1.505  0.940  -0.756
C  0.605  0.756  0.408
C  0.568  1.931  1.362
C  0.026  -0.416  0.656
C  -1.017  -0.607  1.727
H  0.456  -0.286  -2.104
H  1.950  0.484  -2.795
H  2.335  1.585  -0.600
H  1.041  1.588  2.286
H  -0.445  2.163  1.693
H  1.046  2.821  1.006
H  0.250  -1.283  0.047
H  -1.510  0.350  1.921
H  -0.655  -0.945  2.699
H  -1.847  -1.247  1.420
O  -2.021  -2.291  -1.518
H  -2.183  -1.343  -1.415
H  -1.822  -2.572  -0.614

## Properties
Strongest force on any atom, eV Å⁻¹: 1.6
LUMO energy, eV: 0.86
E, eV: -8462.7776
HOMO energy, eV: -8.72
Spin multiplicity: 1
HOMO-LUMO gap, eV: 9.6
SMILES: C=C/C(C)=C/C.O
Relative energy (zero: lowest compared OMol25 entry of this formula, charge and spin), kJ/mol: 152.09